Here is C3H5NOS2 in the gas phase from OMol25. Energies are from the ωB97M-V functional and the def2-TZVPD basis.

Summary:
SMILES string   S/N=C1/CSCO1
Net charge   0
Energy above the lowest of the compared OMol25 structures with the same formula, charge and spin   62.5 kcal per mole
HOMO-LUMO gap   8.869 eV
HOMO   -0.310 Ha
Calculated total energy   -28397.52009 eV

Positions of all 12 atoms, in Å:
C  0.06525  -0.50730  -0.64687
C  0.42550  0.85614  -1.13126
C  -0.41756  0.81888  1.28860
H  -0.54245  -2.06051  0.59798
H  0.22906  1.10223  -2.14922
H  1.51178  0.96895  -0.74096
H  -1.28941  0.95969  1.88671
H  0.46307  0.82811  2.08140
N  0.48782  -1.52590  -1.34506
O  -0.59610  -0.54535  0.61295
S  0.11686  -2.96320  -0.39619
S  -0.45382  2.06827  -0.05808